Entry 1:
Here is a structure of composition C23H32InN6O5S4 from the Open Molecules 2025 dataset. Energies are from ωB97M-V with the def2-TZVPD basis set.

## Properties
2S+1: 1
Net charge: -1

```
71
Properties=species:S:1:pos:R:3:forces:R:3
In 0.609354 -0.007749 -0.855408 0.4 -0.1 -0.1
C 2.838269 -2.655281 -0.631995 0.1 -0.1 0.0
C 2.234662 -2.542591 -2.050541 0.0 0.0 -0.1
N 0.859086 -2.043239 -2.014249 -0.2 -0.1 0.3
C -0.057073 -3.065862 -1.462656 0.1 -0.1 0.0
C -1.121673 -2.566048 -0.476598 0.0 0.0 0.0
N -0.631239 -1.509995 0.419899 -0.2 0.0 0.0
C 0.017153 -1.976012 1.642897 0.0 0.0 0.1
C 1.401985 -2.568317 1.380559 0.0 0.0 0.1
N 2.143753 -1.842210 0.361879 0.0 0.0 -0.1
H 3.888201 -2.367904 -0.693400 0.0 0.0 0.0
H 2.820158 -3.699791 -0.306723 0.0 0.0 0.0
H 2.275438 -3.520364 -2.544684 0.0 0.0 0.0
H 2.811141 -1.868798 -2.677873 0.0 0.0 0.0
H 0.582209 -1.826647 -2.970198 0.0 0.0 -0.1
H 0.560618 -3.817555 -0.970240 0.0 0.0 0.0
H -0.567196 -3.580348 -2.280774 0.0 0.0 0.0
H -1.459833 -3.428848 0.111630 0.0 0.0 0.0
H -1.966040 -2.167130 -1.027912 0.0 0.0 0.0
H -1.387348 -0.882817 0.685037 0.0 0.0 0.0
H -0.600201 -2.727385 2.153586 0.0 0.0 0.0
H 0.098733 -1.120515 2.305610 0.0 0.0 0.0
H 1.297040 -3.602535 1.046429 0.0 0.0 0.0
H 1.933262 -2.614311 2.339478 0.0 0.0 0.0
H 2.720825 -1.098655 0.727840 0.0 0.0 0.1
O -3.322824 -0.124117 -2.759507 0.0 0.1 -0.2
C -2.340827 0.363223 -2.202241 -0.1 -0.2 0.3
O -1.242760 -0.287110 -2.036369 0.2 0.0 -0.2
C -2.459839 1.742661 -1.591829 0.0 0.1 -0.1
C -3.758031 2.156347 -1.290923 0.0 0.0 0.0
C -4.014014 3.380612 -0.704739 0.0 0.0 0.0
C -2.949222 4.224942 -0.414702 0.0 0.0 0.0
C -1.657738 3.834754 -0.711573 0.0 0.0 0.0
C -1.387413 2.596963 -1.303398 0.0 0.0 0.0
S 0.324018 2.296880 -1.662689 0.0 0.1 0.0
H -4.562258 1.478066 -1.541694 0.0 0.0 0.0
H -5.030175 3.674351 -0.471196 0.0 0.0 0.0
H -3.121217 5.184921 0.057172 0.0 0.0 0.0
H -0.820850 4.471985 -0.459421 0.0 0.0 0.0
C 0.599802 -0.017227 7.760989 0.0 0.0 0.0
C 0.515994 0.350895 6.305033 0.0 0.0 0.0
C 1.545748 0.045798 5.425217 0.0 0.0 0.0
C 1.468931 0.399093 4.082968 0.0 0.0 0.0
C 0.351439 1.062108 3.609459 0.0 0.0 0.0
C -0.686354 1.380774 4.476188 0.0 0.0 0.0
C -0.601011 1.024076 5.809763 0.0 0.0 0.0
S 0.206547 1.556935 1.901993 0.0 0.0 0.2
O 0.415818 2.974948 1.889190 0.0 0.0 0.0
O -1.107811 1.092786 1.468203 0.0 0.0 0.1
O 1.268455 0.751306 1.226022 -0.1 0.1 -0.1
H 1.466399 -0.647463 7.958655 0.0 0.0 0.0
H -0.292128 -0.556513 8.084140 0.0 0.0 0.0
H 0.685461 0.874381 8.385516 0.0 0.0 0.0
H 2.424898 -0.472613 5.790716 0.0 0.0 0.0
H 2.276098 0.169243 3.400033 0.0 0.0 0.0
H -1.558126 1.897107 4.096622 0.0 0.0 0.0
H -1.415818 1.270107 6.481352 0.0 0.0 0.0
C -1.427448 1.162885 -6.022904 0.0 0.0 0.0
N -0.657919 -0.061059 -5.947342 0.1 0.1 -0.1
C 0.464668 -0.219745 -5.228290 0.0 0.0 0.0
N 0.906967 0.848701 -4.549006 -0.2 0.0 0.2
S 1.268055 -1.709774 -5.240908 0.1 0.0 -0.1
H -2.279463 0.996581 -6.676747 0.0 0.0 0.0
H -0.832692 1.985782 -6.428886 0.0 0.0 0.0
H -1.815009 1.444847 -5.042835 0.0 0.0 0.1
H -0.913606 -0.854578 -6.507840 0.0 0.0 0.1
H 0.262735 1.601576 -4.345128 0.0 0.0 0.0
H 1.550637 0.714929 -3.774451 0.2 -0.2 -0.3
S 3.236766 0.348387 -1.735943 -0.2 0.0 0.0
C 3.669344 1.839928 -1.091664 0.0 0.1 0.0
N 4.044486 2.852224 -0.678600 0.0 0.0 0.1
```
Positions in Å, forces in eV/Å.



Entry 2:
Here is a structure of composition C23H32InN7O4 at a distorted geometry from the Open Molecules 2025 dataset. Energies are from ωB97M-V with the def2-TZVPD basis set.

## Properties
2S+1: 1
Net charge: +2

```
67
Properties=species:S:1:pos:R:3:forces:R:3
In -0.317174 -0.186751 0.737446 0.3 -0.1 -0.8
O -2.212705 3.683480 2.249607 0.0 0.4 -0.1
C -1.742020 2.517607 1.861446 0.0 0.9 -1.6
O -1.076301 2.338565 0.841330 -0.3 -0.3 1.2
C -2.198818 1.420169 2.740456 -1.0 -0.8 -0.3
C -3.119358 1.582731 3.786516 1.4 -1.2 0.3
C -3.323125 0.439602 4.606704 0.3 -0.3 -1.0
C -2.776577 -0.830310 4.236620 -1.0 2.4 1.3
C -1.968328 -0.871244 3.128582 -0.3 1.0 -1.3
N -1.762684 0.213333 2.326599 0.4 -0.3 2.2
C -1.330662 -2.139165 2.717614 0.6 -3.5 0.2
O -1.624508 -3.137342 3.392058 0.9 2.1 -1.7
O -0.486655 -2.140058 1.669547 -1.0 1.5 0.7
H -2.031356 4.428025 1.634207 0.2 -0.6 0.2
H -3.498390 2.577157 3.981612 -0.1 -0.2 0.3
H -3.875709 0.522925 5.538378 -0.1 0.0 -0.3
H -3.003366 -1.669167 4.887076 0.4 -0.1 -0.4
C 2.090263 1.943581 2.468105 -0.8 -0.4 -0.4
N 2.630380 0.658845 1.950867 0.8 -0.3 0.9
C 3.352785 -0.169608 2.978425 0.2 -0.4 -1.5
C 2.716134 0.343627 0.632449 0.2 0.1 -0.3
N 1.582797 0.483424 -0.107488 -0.6 -0.3 1.8
C 1.395708 1.002181 -1.388030 1.1 0.6 -2.0
C 2.313053 1.912484 -2.017541 -0.7 -1.3 0.8
C 2.103478 2.234496 -3.359320 0.4 0.2 0.5
C 1.053416 1.695077 -4.098926 -0.5 0.3 -0.4
C 0.027937 0.987549 -3.442071 1.0 0.1 -0.8
C 0.244099 0.600143 -2.115223 -0.8 0.1 0.4
N -0.773149 -0.097032 -1.379917 0.4 0.0 0.7
C -1.706909 -0.920402 -1.883996 0.1 -0.8 -1.1
N -2.932746 -0.899892 -1.328845 0.1 1.2 0.0
C -3.750307 -2.057956 -1.264171 -1.2 -1.5 0.4
C -3.534705 0.290130 -0.713912 0.5 0.3 0.6
N -1.431790 -1.849247 -2.859226 -1.4 1.4 0.7
C -2.461002 -2.453543 -3.747733 0.0 -0.8 -0.3
C -0.062658 -2.153264 -3.122779 1.1 -0.6 -0.5
N 3.861649 -0.207473 0.176023 -1.2 0.8 -0.5
C 5.167730 0.133885 0.728383 1.0 0.5 0.1
C 3.899929 -0.966397 -1.070293 0.2 -0.8 0.4
H 2.840957 2.530442 3.017710 0.0 -0.4 -0.2
H 1.247164 1.725432 3.155199 0.4 0.2 -0.2
H 1.718929 2.569297 1.638138 0.1 -0.4 0.3
H 2.631022 -0.733469 3.529479 -0.6 0.1 0.8
H 3.978397 0.459101 3.592202 0.1 0.1 0.3
H 3.979255 -0.971655 2.523819 -0.5 0.9 0.1
H 3.210076 2.241488 -1.434611 -1.0 -0.1 -0.7
H 2.750946 2.987546 -3.795095 0.1 -0.4 -0.2
H 1.030837 1.878565 -5.205152 -0.3 0.0 1.3
H -0.864635 0.707142 -4.035814 0.6 0.0 0.7
H -3.257458 -2.890179 -1.787097 -0.6 0.4 0.7
H -4.767420 -1.870589 -1.678872 0.7 -0.2 0.0
H -3.907458 -2.345036 -0.205001 0.1 0.1 -0.4
H -2.835839 1.121809 -0.709661 0.2 -0.1 -0.1
H -3.785173 0.078345 0.349200 -0.1 0.0 -0.7
H -4.415109 0.662925 -1.249164 0.0 -0.5 0.0
H -3.387737 -1.840782 -3.815738 0.8 -0.5 0.2
H -2.677336 -3.500975 -3.403137 0.0 1.0 -0.3
H -2.083848 -2.608940 -4.777698 0.2 0.6 0.6
H 0.542349 -1.828597 -2.239693 -0.3 -0.6 -1.0
H 0.265879 -1.655185 -4.052903 0.1 0.0 0.5
H 0.029114 -3.233913 -3.339945 0.1 0.4 0.5
H 5.027555 0.902600 1.482242 0.1 -0.1 0.1
H 5.857013 0.605225 -0.023398 -0.8 -0.7 0.3
H 5.694480 -0.726375 1.195608 -0.4 0.4 -0.4
H 2.934532 -1.199024 -1.518017 -0.2 0.3 0.5
H 4.352023 -1.937417 -0.779891 0.2 0.6 -0.7
H 4.453126 -0.387947 -1.803288 0.4 -0.3 -0.2
```
Positions in Å, forces in eV/Å.



Entry 3:
Here is an isolated molecule of C23H32N2O4 from the Open Molecules 2025 dataset. Energies are from ωB97M-V with the def2-TZVPD basis set.

## Properties
2S+1: 1
SMILES: COC[C@@H]1CCCCN1C(=O)c1cccc(OC2CCN(C(=O)C3CC3)CC2)c1

```
61
Properties=species:S:1:pos:R:3:forces:R:3
C 1.704345 2.745962 5.368549 0.0 0.1 0.0
O 1.808744 1.350140 5.182029 0.1 -0.2 -0.1
C 0.659800 0.622318 5.524619 -0.1 -0.1 -0.1
C -0.518425 0.804445 4.539824 -0.1 0.4 0.4
C -1.635398 -0.216531 4.784167 0.2 0.0 0.0
C -1.252255 -1.617783 4.311200 -0.2 0.1 -0.1
C -0.799440 -1.568408 2.854817 0.3 0.0 0.2
C 0.351377 -0.572429 2.706752 -0.1 -0.4 -0.3
N -0.070905 0.730746 3.161165 -0.1 -0.1 0.2
C -0.031304 1.858623 2.419037 0.0 0.0 0.0
O -0.370084 2.945833 2.856919 0.0 0.3 -0.1
C 0.443295 1.711197 1.005251 0.1 0.3 -0.3
C 1.722043 2.122213 0.663492 -0.1 0.0 0.2
C 2.127542 2.051652 -0.660109 0.0 -0.1 0.0
C 1.271034 1.572041 -1.628540 -0.2 -0.1 -0.1
C -0.019815 1.157235 -1.291143 0.3 0.0 0.1
O -0.776868 0.713607 -2.328930 0.3 0.2 0.0
C -2.000185 0.036737 -2.093700 -0.6 -0.2 0.2
C -1.758861 -1.339977 -1.460222 0.2 0.3 -0.2
C -0.726618 -2.107562 -2.298198 0.1 -0.2 0.3
N -0.872873 -1.787809 -3.699619 -0.2 0.0 0.0
C 0.135877 -1.683185 -4.600251 0.2 -0.2 0.1
O -0.080063 -1.466026 -5.777914 0.1 0.1 -0.4
C 1.524450 -1.887014 -4.063451 0.1 0.2 -0.2
C 2.084528 -3.282300 -4.021886 0.1 -0.2 0.2
C 2.590797 -2.300733 -5.030170 0.0 0.1 -0.1
C -2.224334 -1.472979 -4.103953 -0.2 0.2 -0.3
C -2.659641 -0.144462 -3.469345 0.3 -0.1 0.1
C -0.431582 1.236464 0.034017 -0.2 0.0 -0.1
H 2.702365 3.146054 5.200270 0.0 0.1 0.0
H 1.387182 2.978754 6.392066 0.0 0.0 0.0
H 1.007214 3.204990 4.661810 0.0 0.0 0.1
H 0.309885 0.898279 6.531453 0.0 -0.1 -0.1
H 0.985402 -0.420167 5.546316 -0.1 0.0 0.1
H -0.920344 1.815540 4.668347 0.1 -0.2 0.0
H -1.882080 -0.230079 5.846684 -0.1 0.0 0.0
H -2.522479 0.110139 4.236802 0.0 0.0 0.0
H -0.446727 -2.017881 4.928924 0.0 -0.1 0.0
H -2.110407 -2.284350 4.415383 0.0 0.0 0.1
H -0.476064 -2.555250 2.520543 0.0 0.0 -0.1
H -1.634569 -1.250088 2.226264 0.0 0.0 -0.1
H 0.674099 -0.502527 1.667122 0.0 0.0 0.2
H 1.207071 -0.902248 3.306159 0.0 0.0 -0.1
H 2.386659 2.493577 1.427786 0.1 0.1 0.1
H 3.120803 2.371932 -0.936468 0.1 0.0 0.0
H 1.568223 1.515994 -2.664282 0.0 0.0 -0.1
H -2.648601 0.648579 -1.450551 0.1 0.0 -0.1
H -2.711315 -1.869615 -1.424042 0.0 0.0 0.0
H -1.385219 -1.244618 -0.440512 -0.1 -0.1 0.0
H 0.276857 -1.842782 -1.965266 -0.1 -0.1 0.0
H -0.857388 -3.188573 -2.146303 0.1 0.1 0.1
H 1.801949 -1.204754 -3.268707 0.0 -0.1 0.0
H 2.720798 -3.553248 -3.191805 0.0 0.0 0.1
H 1.453558 -4.087100 -4.368428 -0.1 0.0 -0.1
H 2.288006 -2.427782 -6.057963 -0.1 0.0 0.0
H 3.582530 -1.893727 -4.906368 0.0 0.0 0.1
H -2.235042 -1.403850 -5.192240 -0.1 -0.1 0.2
H -2.886066 -2.288213 -3.792968 0.0 0.0 -0.1
H -3.744638 -0.114453 -3.374384 0.0 0.0 0.0
H -2.340255 0.687281 -4.096844 -0.1 0.0 0.0
H -1.430567 0.954339 0.330423 -0.1 -0.1 0.0
```
Positions in Å, forces in eV/Å.



| no. | LUMO level (eV) |
| --- | --- |
| 1 | 2.17 |
| 2 | -6.79 |
| 3 | 0.53 |